{"formula": "C5H6O", "method": "ωB97M-V with the def2-TZVPD basis set", "smiles": "Cc1ccoc1", "lumo_ev": 1.0, "spin_multiplicity": 1, "total_energy_ev": -7327.010, "charge": 0, "orbital_gap_ev": 9.73, "homo_ev": -8.68, "elements": ["O", "C", "C", "C", "C", "C", "H", "H", "H", "H", "H", "H"], "xyz": [[-1.724, 0.980, 0.185], [1.737, -0.191, -0.362], [-0.639, -0.975, 0.211], [-0.387, 1.239, 0.061], [0.302, 0.089, -0.037], [-1.863, -0.356, 0.291], [-0.083, -1.270, 1.096], [1.864, -0.031, -1.438], [-0.093, 2.271, 0.117], [-2.892, -0.693, 0.360], [2.002, -1.239, -0.171], [2.436, 0.456, 0.171]], "forces_ev_per_a": [[-0.25, 0.03, -0.39], [0.08, 0.17, 0.01], [0.32, 0.92, 0.73], [0.22, 0.30, -0.50], [0.06, 0.81, -0.37], [0.05, 0.19, 0.27], [-0.66, -2.79, 0.06], [0.15, -0.01, 0.15], [-0.13, 0.13, -0.28], [0.35, -0.01, 0.31], [-0.19, 0.28, 0.09], [-0.01, -0.01, -0.06]], "mulliken_charge": [-0.31, -1.12, -0.44, -0.48, 0.63, -0.15, 0.18, 0.26, 0.42, 0.38, 0.31, 0.33]}

---

{"formula": "C5H6O", "method": "ωB97M-V with the def2-TZVPD basis set", "lumo_ev": 0.8, "spin_multiplicity": 1, "total_energy_ev": -7325.071, "charge": 0, "orbital_gap_ev": 9.20, "homo_ev": -8.39, "elements": ["O", "C", "C", "C", "C", "C", "H", "H", "H", "H", "H", "H"], "xyz": [[1.568, -0.586, 0.901], [0.502, 1.352, -0.651], [-0.285, 1.331, 0.479], [-0.762, 0.618, 1.388], [0.524, -0.365, 0.348], [-0.311, -1.300, -0.495], [1.526, 1.703, -0.570], [0.028, 1.403, -1.628], [0.319, -1.688, -1.300], [-0.621, -2.143, 0.131], [-1.297, 0.487, 2.309], [-1.191, -0.813, -0.913]], "forces_ev_per_a": [[-0.41, 0.16, -0.19], [0.00, 0.17, -0.07], [-0.11, -0.24, 0.22], [0.05, 0.35, -0.16], [0.40, -0.51, 0.09], [-0.04, -0.03, -0.05], [-0.15, -0.05, 0.00], [0.05, -0.01, 0.16], [-0.07, 0.07, 0.11], [0.05, 0.13, -0.06], [0.08, 0.01, -0.14], [0.14, -0.04, 0.08]], "mulliken_charge": [-0.61, -0.83, 0.13, -0.51, 0.87, -1.01, 0.31, 0.30, 0.31, 0.32, 0.38, 0.34]}

---

{"formula": "C5H6O", "method": "ωB97M-V with the def2-TZVPD basis set", "lumo_ev": [-0.9, -0.9], "spin_multiplicity": 1, "total_energy_ev": -7323.308, "charge": 0, "orbital_gap_ev": [7.28, 7.40], "homo_ev": [-8.16, -8.31], "elements": ["O", "C", "C", "C", "C", "C", "H", "H", "H", "H", "H", "H"], "xyz": [[1.851, -0.862, 1.307], [0.692, -1.190, 1.149], [-0.317, 1.047, -0.438], [-0.153, -0.696, 0.044], [0.523, 0.058, -1.092], [-1.245, 2.000, -0.553], [0.223, -0.227, -2.099], [-0.231, 0.791, 0.711], [1.603, 0.129, -0.953], [0.191, -1.884, 1.853], [-1.102, -1.194, -0.134], [-2.036, 2.028, 0.204]], "forces_ev_per_a": [[-0.44, -0.15, -0.06], [0.22, 0.14, 0.08], [-0.13, 0.38, -0.31], [0.05, -0.35, 0.05], [-0.03, 0.10, -0.08], [0.20, -0.33, 0.16], [0.02, 0.04, 0.15], [-0.08, 0.00, 0.12], [-0.19, 0.01, 0.01], [0.09, 0.07, -0.07], [0.16, 0.11, 0.04], [0.11, 0.00, -0.09]], "mulliken_charge": [-0.49, -0.08, 0.00, -0.27, -0.39, -0.39, 0.25, 0.17, 0.24, 0.33, 0.43, 0.19]}

---

{"formula": "C5H6O", "method": "ωB97M-V with the def2-TZVPD basis set", "smiles": "C#CC(=O)CC", "lumo_ev": 0.4, "spin_multiplicity": 1, "total_energy_ev": -7327.197, "charge": 0, "orbital_gap_ev": 10.50, "homo_ev": -10.06, "elements": ["O", "C", "C", "C", "C", "C", "H", "H", "H", "H", "H", "H"], "xyz": [[-0.412, 1.185, -0.795], [-2.004, 1.640, 1.894], [0.446, -0.843, 0.059], [-0.408, 0.437, 0.161], [-1.255, 0.928, 1.265], [1.125, -0.800, -1.311], [-0.157, -1.759, 0.143], [1.736, 0.103, -1.401], [-2.664, 2.209, 2.520], [1.209, -0.913, 0.848], [1.758, -1.674, -1.473], [0.372, -0.752, -2.103]], "forces_ev_per_a": [[-0.03, -0.09, 0.17], [0.45, -0.75, 0.01], [-0.07, 0.13, -0.04], [0.05, 0.34, -0.54], [-0.26, 0.20, 0.29], [0.08, -0.06, -0.06], [-0.13, 0.39, 0.16], [-0.04, -0.20, -0.02], [0.21, -0.17, -0.21], [-0.37, 0.26, 0.05], [-0.07, 0.02, 0.10], [0.18, -0.07, 0.08]], "mulliken_charge": [-0.46, 0.09, -0.34, 0.46, -0.56, -1.07, 0.27, 0.29, 0.38, 0.27, 0.37, 0.29]}

---

{"formula": "C5H6O", "method": "ωB97M-V with the def2-TZVPD basis set", "lumo_ev": 0.1, "spin_multiplicity": 1, "total_energy_ev": -7324.348, "charge": 0, "orbital_gap_ev": 9.31, "homo_ev": -9.21, "elements": ["O", "C", "C", "C", "C", "C", "H", "H", "H", "H", "H", "H"], "xyz": [[1.380, -1.157, 0.313], [0.865, -0.142, 0.813], [0.568, 1.090, -0.400], [0.859, 1.917, -1.239], [-1.146, -1.144, 0.035], [-0.565, 0.112, 0.590], [-0.290, -1.438, -0.593], [-2.162, -1.114, -0.363], [1.000, 2.653, -2.006], [-1.032, -1.974, 0.756], [-1.186, 0.896, 1.029], [1.344, 0.438, 1.600]], "forces_ev_per_a": [[0.72, 0.29, 0.71], [0.39, -1.21, 1.35], [-2.15, 0.54, -0.97], [-0.45, -0.48, 0.45], [0.33, 0.06, -0.60], [0.80, 0.47, -0.76], [-1.07, -0.34, -0.89], [0.44, 0.09, -0.21], [0.28, -0.21, 0.26], [-0.27, 0.64, 0.33], [0.60, -0.22, 0.30], [0.40, 0.36, 0.03]], "mulliken_charge": [-0.63, 0.04, -0.87, 0.44, -0.97, -0.13, 0.30, 0.33, 0.42, 0.29, 0.40, 0.39]}

---

{"formula": "C5H6O", "method": "ωB97M-V with the def2-TZVPD basis set", "smiles": "C#CCC(C)=O", "lumo_ev": 0.9, "spin_multiplicity": 1, "total_energy_ev": -7327.722, "charge": 0, "orbital_gap_ev": 10.54, "homo_ev": -9.67, "elements": ["O", "C", "C", "C", "C", "C", "H", "H", "H", "H", "H", "H"], "xyz": [[-1.851, -1.406, -0.306], [1.441, -0.214, 0.006], [0.414, -0.863, -0.807], [-0.990, -0.559, -0.266], [-1.226, 0.817, 0.315], [2.167, 0.374, 0.765], [-0.833, 0.837, 1.338], [0.462, -0.507, -1.847], [2.793, 0.903, 1.449], [-0.694, 1.595, -0.241], [0.532, -1.951, -0.834], [-2.297, 1.020, 0.340]], "forces_ev_per_a": [[0.29, 0.31, -0.04], [0.32, 0.29, 0.39], [0.01, -0.07, 0.00], [-0.25, -0.14, 0.00], [-0.10, 0.01, 0.00], [-0.26, -0.25, -0.32], [-0.05, -0.02, -0.15], [-0.02, 0.01, 0.19], [-0.01, -0.11, -0.15], [-0.07, -0.15, 0.04], [0.02, 0.17, 0.03], [0.12, -0.04, -0.01]], "mulliken_charge": [-0.54, -0.42, -0.57, 0.55, -1.06, 0.11, 0.28, 0.26, 0.38, 0.36, 0.31, 0.33]}

---

{"formula": "C5H6O", "method": "ωB97M-V with the def2-TZVPD basis set", "smiles": "C#CCC(C)=O", "lumo_ev": 0.9, "spin_multiplicity": 1, "total_energy_ev": -7327.078, "charge": 0, "orbital_gap_ev": 10.43, "homo_ev": -9.57, "elements": ["O", "C", "C", "C", "C", "C", "H", "H", "H", "H", "H", "H"], "xyz": [[-0.146, 2.150, -0.520], [0.069, 0.966, -0.437], [1.351, 0.531, 0.363], [-1.081, -0.040, -1.001], [-0.698, -1.664, 0.994], [-1.050, -1.081, 0.003], [1.147, 0.425, 1.439], [1.841, -0.399, 0.058], [-2.062, 0.471, -1.008], [-0.995, -0.458, -2.025], [2.081, 1.349, 0.291], [-0.456, -2.250, 1.842]], "forces_ev_per_a": [[-0.01, -0.45, -0.17], [-0.24, 0.47, -0.19], [-0.21, -0.01, -0.25], [0.46, 0.24, 0.34], [-0.54, -0.32, -0.35], [0.28, -0.35, 0.66], [-0.33, 0.04, -0.45], [-0.36, 0.09, -0.19], [0.68, 0.16, 0.20], [0.64, 0.42, 0.49], [-0.39, -0.15, -0.25], [0.02, -0.13, 0.16]], "mulliken_charge": [-0.50, 0.52, -1.07, -0.43, -0.10, -0.37, 0.28, 0.37, 0.28, 0.28, 0.33, 0.41]}

---

{"formula": "C5H6O", "method": "ωB97M-V with the def2-TZVPD basis set", "smiles": "Cc1ccoc1", "lumo_ev": 1.1, "spin_multiplicity": 1, "total_energy_ev": -7328.108, "charge": 0, "orbital_gap_ev": 9.65, "homo_ev": -8.57, "elements": ["O", "C", "C", "C", "C", "C", "H", "H", "H", "H", "H", "H"], "xyz": [[-1.583, 0.980, -0.451], [0.869, -1.526, 0.064], [0.443, 1.162, 0.505], [-0.885, -0.143, -0.703], [-0.760, 1.756, 0.286], [0.314, -0.148, -0.067], [-1.165, -0.716, -1.572], [0.086, -2.034, -0.536], [0.652, -1.954, 1.044], [-1.199, 2.678, 0.623], [1.930, -1.696, -0.163], [1.296, 1.641, 0.970]], "forces_ev_per_a": [[0.11, 0.53, -0.36], [-0.20, -0.25, -0.08], [-0.23, -0.05, 0.33], [0.04, 0.39, -0.35], [0.12, 0.40, 0.15], [-0.47, -0.03, -0.12], [-0.57, -0.40, 0.43], [1.43, -0.71, -0.19], [0.29, 0.33, 0.29], [0.16, 0.15, -0.04], [-0.46, -0.06, -0.29], [-0.23, -0.30, 0.22]], "mulliken_charge": [-0.32, -0.95, -0.57, -0.46, -0.29, 0.63, 0.35, 0.29, 0.25, 0.41, 0.29, 0.37]}

---

{"formula": "C5H6O", "method": "ωB97M-V with the def2-TZVPD basis set", "lumo_ev": 0.0, "spin_multiplicity": 1, "total_energy_ev": -7324.987, "charge": 0, "orbital_gap_ev": 8.62, "homo_ev": -8.62, "elements": ["O", "C", "C", "C", "C", "C", "H", "H", "H", "H", "H", "H"], "xyz": [[-0.371, 0.756, 0.134], [0.891, -0.308, -1.593], [-2.172, -0.852, 2.494], [0.832, 0.884, -0.662], [-1.326, -0.184, 1.941], [-0.124, 0.283, 1.327], [1.876, -0.395, -2.061], [0.771, 1.818, -1.214], [1.676, 0.912, 0.030], [-2.904, -1.449, 2.986], [0.128, -0.254, -2.376], [0.723, -1.212, -1.007]], "forces_ev_per_a": [[0.22, -0.24, 0.40], [0.02, -0.12, -0.02], [0.36, 0.34, -0.17], [0.24, 0.08, -0.30], [-0.38, -0.27, 0.20], [-0.30, -0.09, -0.17], [-0.10, 0.13, 0.00], [-0.13, 0.12, 0.05], [-0.10, -0.02, -0.07], [0.02, 0.10, -0.03], [0.12, 0.01, 0.15], [0.04, -0.04, -0.06]], "mulliken_charge": [-0.15, -0.99, -0.03, -0.22, 0.19, -0.77, 0.32, 0.30, 0.36, 0.39, 0.29, 0.30]}

---

{"formula": "C5H6O", "method": "ωB97M-V with the def2-TZVPD basis set", "smiles": "CCC#CC=O", "lumo_ev": 0.1, "spin_multiplicity": 1, "total_energy_ev": -7326.522, "charge": 0, "orbital_gap_ev": 10.38, "homo_ev": -10.25, "elements": ["O", "C", "C", "C", "C", "C", "H", "H", "H", "H", "H", "H"], "xyz": [[2.089, 1.926, 0.247], [0.491, -1.153, -0.083], [-1.391, 0.409, -0.003], [2.308, 0.729, 0.239], [1.368, -0.338, 0.106], [-0.971, -1.039, -0.253], [-2.350, 0.598, -0.493], [3.277, 0.230, 0.309], [-1.456, -1.714, 0.451], [-1.481, 0.577, 1.075], [-0.658, 1.162, -0.341], [-1.224, -1.386, -1.254]], "forces_ev_per_a": [[0.06, -1.20, 0.02], [-0.22, 1.34, 0.17], [-0.21, 0.38, 0.12], [0.51, -0.18, -0.03], [-0.45, 0.08, -0.09], [0.13, -0.74, -0.11], [0.00, 0.11, 0.23], [1.02, 0.85, 0.15], [-0.24, -0.06, -0.09], [-0.17, -0.02, -0.15], [-0.29, -0.56, -0.18], [-0.13, 0.01, -0.04]], "mulliken_charge": [-0.45, -0.05, -1.06, -0.14, 0.14, -0.25, 0.31, 0.27, 0.30, 0.31, 0.31, 0.31]}

---

{"formula": "C5H6O", "method": "ωB97M-V with the def2-TZVPD basis set", "smiles": "C=C=CC(C)=O", "lumo_ev": 0.9, "spin_multiplicity": 1, "total_energy_ev": -7327.481, "charge": 0, "orbital_gap_ev": 10.44, "homo_ev": -9.51, "elements": ["O", "C", "C", "C", "C", "C", "H", "H", "H", "H", "H", "H"], "xyz": [[0.675, 1.869, 0.108], [0.991, -0.039, 1.512], [-0.551, -0.698, -2.138], [0.211, 0.857, 0.578], [-1.034, -0.230, -1.020], [-1.150, 0.338, 0.147], [-0.144, -1.704, -2.192], [-0.498, -0.062, -3.015], [-2.043, 0.411, 0.763], [2.059, 0.073, 1.310], [0.794, 0.269, 2.544], [0.690, -1.084, 1.403]], "forces_ev_per_a": [[-0.21, -0.33, 0.34], [0.08, 0.00, 0.08], [-0.11, 0.04, 0.08], [0.24, 0.27, -0.01], [0.16, 0.02, -0.06], [0.02, -0.07, -0.29], [-0.16, 0.07, -0.05], [-0.14, -0.15, -0.01], [0.18, -0.03, -0.14], [-0.14, 0.04, 0.09], [0.02, -0.04, -0.06], [0.04, 0.18, 0.03]], "mulliken_charge": [-0.51, -0.94, -0.63, 0.64, 0.26, -0.58, 0.25, 0.25, 0.34, 0.32, 0.27, 0.32]}

---

{"formula": "C5H6O", "method": "ωB97M-V with the def2-TZVPD basis set", "lumo_ev": 0.6, "spin_multiplicity": 1, "total_energy_ev": -7322.951, "charge": 0, "orbital_gap_ev": 9.59, "homo_ev": -8.95, "elements": ["O", "C", "C", "C", "C", "C", "H", "H", "H", "H", "H", "H"], "xyz": [[-1.366, 0.123, -0.828], [-0.092, 0.678, -0.322], [-1.317, -1.207, 0.181], [2.106, -0.765, -0.312], [0.013, 2.059, 0.029], [1.108, -0.144, -0.335], [-1.075, -1.011, 1.491], [-0.722, 2.818, 0.191], [-2.287, -1.613, -0.119], [-0.440, -2.242, -0.136], [3.036, -1.238, -0.146], [1.035, 2.541, 0.306]], "forces_ev_per_a": [[4.37, -2.53, 4.85], [-1.14, 4.60, -0.75], [1.37, -1.58, 0.15], [2.19, -1.09, 0.35], [2.32, -3.06, -0.08], [-3.08, 1.94, -0.28], [-1.07, -0.06, -4.54], [-1.12, -0.34, -0.45], [0.09, 0.07, 0.90], [-2.54, 3.91, 0.61], [0.20, -0.28, -0.18], [-1.58, -1.59, -0.58]], "mulliken_charge": [-0.36, 0.21, -0.63, 0.60, -0.90, -0.70, 0.27, 0.33, 0.29, 0.23, 0.45, 0.21]}

---

> Which formula does entry 10 have?

C5H6O

---

Copy entry 7 word for word.
{"formula": "C5H6O", "method": "ωB97M-V with the def2-TZVPD basis set", "smiles": "C#CCC(C)=O", "lumo_ev": 0.9, "spin_multiplicity": 1, "total_energy_ev": -7327.078, "charge": 0, "orbital_gap_ev": 10.43, "homo_ev": -9.57, "elements": ["O", "C", "C", "C", "C", "C", "H", "H", "H", "H", "H", "H"], "xyz": [[-0.146, 2.150, -0.520], [0.069, 0.966, -0.437], [1.351, 0.531, 0.363], [-1.081, -0.040, -1.001], [-0.698, -1.664, 0.994], [-1.050, -1.081, 0.003], [1.147, 0.425, 1.439], [1.841, -0.399, 0.058], [-2.062, 0.471, -1.008], [-0.995, -0.458, -2.025], [2.081, 1.349, 0.291], [-0.456, -2.250, 1.842]], "forces_ev_per_a": [[-0.01, -0.45, -0.17], [-0.24, 0.47, -0.19], [-0.21, -0.01, -0.25], [0.46, 0.24, 0.34], [-0.54, -0.32, -0.35], [0.28, -0.35, 0.66], [-0.33, 0.04, -0.45], [-0.36, 0.09, -0.19], [0.68, 0.16, 0.20], [0.64, 0.42, 0.49], [-0.39, -0.15, -0.25], [0.02, -0.13, 0.16]], "mulliken_charge": [-0.50, 0.52, -1.07, -0.43, -0.10, -0.37, 0.28, 0.37, 0.28, 0.28, 0.33, 0.41]}